[1]
# C10H16O

A cluster of 2 separate species, C10H16O in total (ωB97M-V with the def2-TZVPD basis set, OMol25).

The SMILES is Cc1ccc(O)cc1.CCC. Its spin multiplicity is 1. The gap between HOMO and LUMO is 9.02 eV. The value obtained for the energy relative to the best compared isomer or geometry (same formula, charge and spin) is 69.57 kcal per mole. The calculation puts the highest occupied orbital energy at -8.21 eV.

Positions of all 27 atoms, in Å:
C (1.652, -2.168, -1.355)
C (1.333, -0.763, -1.372)
C (1.927, 0.198, -0.552)
C (1.371, 1.505, -0.336)
C (0.206, 1.812, -1.029)
O (-0.575, 2.825, -0.612)
C (-0.371, 0.855, -1.931)
C (0.217, -0.367, -2.186)
H (2.290, -2.495, -0.483)
H (2.026, -2.529, -2.287)
H (0.793, -2.822, -1.218)
H (2.728, -0.197, 0.102)
H (1.624, 2.222, 0.461)
H (0.008, 3.536, -0.187)
H (-1.277, 0.964, -2.518)
H (-0.249, -1.211, -2.868)
C (-0.995, -1.375, 3.642)
C (-1.402, -0.513, 2.498)
C (-2.392, -1.200, 1.563)
H (0.008, -1.744, 3.537)
H (-1.581, -2.273, 3.705)
H (-0.889, -0.784, 4.618)
H (-1.818, 0.592, 2.749)
H (-0.472, 0.048, 1.850)
H (-2.074, -2.151, 1.329)
H (-3.436, -1.164, 1.891)
H (-2.370, -0.501, 0.558)

Atomic partial charges in e from the natural (NBO) method, atoms 1 to 5:
1 C -0.632
2 C -0.069
3 C -0.191
4 C -0.294
5 C 0.300


[2]
# C3H10NS

A cluster of 2 separate species, C3H10NS in total (ωB97M-V with the def2-TZVPD basis set, OMol25).

Its spin multiplicity is 1. The gap between HOMO and LUMO is 6.66 eV. The net charge is -1. The value obtained for the energy relative to the best compared isomer or geometry (same formula, charge and spin) is 21.29 kcal per mole. The calculation puts the highest occupied orbital energy at -2.46 eV.

Positions of all 15 atoms, in Å:
C (1.579, -1.351, -1.241)
N (0.823, -1.845, -0.109)
H (2.660, -1.531, -1.140)
H (1.369, -1.778, -2.233)
H (1.415, -0.279, -1.376)
H (0.521, -2.772, -0.373)
H (-0.018, -1.293, 0.112)
C (-0.308, 1.695, 0.889)
C (-1.771, 1.214, 0.847)
S (-2.016, -0.031, -0.533)
H (0.286, 0.962, 1.453)
H (0.146, 1.627, -0.099)
H (-0.228, 2.653, 1.414)
H (-1.964, 0.756, 1.817)
H (-2.494, 1.975, 0.571)

Atomic partial charges in e from the natural (NBO) method, atoms 1 to 5:
1 C -0.408
2 N -0.886
3 H 0.149
4 H 0.154
5 H 0.200


[3]
# C4H9Cl2O4P

A structure of composition C4H9Cl2O4P (ωB97M-V with the def2-TZVPD basis set, OMol25).

Its spin multiplicity is 1. The gap between HOMO and LUMO is 9.32 eV. The value obtained for the energy relative to the best compared isomer or geometry (same formula, charge and spin) is 0.00 kcal per mole. The calculation puts the highest occupied orbital energy at -9.03 eV.

Positions of all 20 atoms, in Å:
C (0.196, 0.341, -2.873)
C (-2.352, -0.012, 1.498)
C (1.524, 0.895, 0.930)
C (1.243, -0.558, 0.653)
O (-1.530, -1.533, -1.205)
O (0.898, -1.143, 1.838)
O (-0.413, 0.719, -1.636)
O (-1.692, 0.556, 0.366)
P (-0.877, -0.400, -0.591)
Cl (3.036, 0.927, 1.750)
Cl (2.385, -1.479, -0.344)
H (1.100, 1.042, -2.967)
H (-0.635, 0.476, -3.691)
H (0.382, -0.724, -2.809)
H (-3.372, 0.042, 1.304)
H (-2.034, 0.637, 2.302)
H (-1.851, -0.977, 1.640)
H (1.562, 1.428, -0.009)
H (0.727, 1.322, 1.635)
H (1.702, -1.558, 2.208)

Atomic partial charges in e from the natural (NBO) method, atoms 1 to 5:
1 C -0.262
2 C -0.244
3 C -0.495
4 C 0.104
5 O -1.065


[4]
# C20H25ClN4O3S

An isolated molecule of C20H25ClN4O3S (ωB97M-V with the def2-TZVPD basis set, OMol25).

The SMILES is COCCN(C(=O)c1csnn1)[C@H](C(=O)NC1CCCCC1)c1ccc(Cl)cc1. Its spin multiplicity is 1. The gap between HOMO and LUMO is 8.75 eV. The value obtained for the energy relative to the best compared isomer or geometry (same formula, charge and spin) is 13.79 kcal per mole. The calculation puts the highest occupied orbital energy at -8.87 eV.

Positions of all 54 atoms, in Å:
C (3.166, 3.169, -0.292)
O (2.408, 2.001, -0.487)
C (2.893, 0.900, 0.254)
C (2.165, -0.378, -0.179)
N (0.728, -0.253, -0.083)
C (-0.013, -0.583, 0.993)
O (-1.232, -0.511, 1.005)
C (0.668, -1.044, 2.234)
C (-0.022, -1.721, 3.222)
S (1.035, -2.010, 4.516)
N (2.272, -1.240, 3.723)
N (1.947, -0.808, 2.591)
C (0.052, 0.221, -1.297)
C (-1.166, 1.112, -0.945)
O (-2.265, 0.959, -1.419)
N (-0.802, 2.142, -0.157)
C (-1.769, 2.994, 0.504)
C (-1.323, 4.457, 0.466)
C (-0.108, 4.704, 1.356)
C (-0.386, 4.256, 2.788)
C (-0.772, 2.781, 2.821)
C (-1.999, 2.529, 1.948)
C (-0.325, -0.927, -2.197)
C (0.356, -1.133, -3.390)
C (0.029, -2.190, -4.219)
C (-0.994, -3.047, -3.849)
Cl (-1.407, -4.373, -4.879)
C (-1.691, -2.852, -2.667)
C (-1.353, -1.793, -1.844)
H (2.695, 3.949, -0.887)
H (3.180, 3.464, 0.764)
H (4.200, 3.027, -0.627)
H (3.970, 0.768, 0.078)
H (2.741, 1.068, 1.329)
H (2.409, -0.604, -1.219)
H (2.520, -1.195, 0.451)
H (-1.046, -2.027, 3.210)
H (0.765, 0.874, -1.810)
H (0.152, 2.183, 0.169)
H (-2.697, 2.872, -0.063)
H (-2.153, 5.077, 0.809)
H (-1.096, 4.738, -0.564)
H (0.144, 5.767, 1.342)
H (0.753, 4.158, 0.965)
H (0.496, 4.427, 3.410)
H (-1.205, 4.850, 3.200)
H (-0.987, 2.475, 3.848)
H (0.065, 2.172, 2.470)
H (-2.853, 3.069, 2.359)
H (-2.239, 1.465, 1.933)
H (1.145, -0.456, -3.685)
H (0.559, -2.348, -5.146)
H (-2.494, -3.520, -2.398)
H (-1.900, -1.623, -0.931)

Atomic partial charges in e from the natural (NBO) method, atoms 1 to 5:
1 C -0.246
2 O -0.566
3 C -0.075
4 C -0.235
5 N -0.419